[1]
Formula: C2H5FN2
Source: OMol25
Level of theory: wB97M-V/def2-TZVPD

Its frontier orbital gap is 9.657 eV. The value obtained for the maximum force is 5.537 eV/A. As for the energy above the lowest of the compared OMol25 structures with the same formula, charge and spin: 101.55 kcal/mol. As for the spin multiplicity: 1. The SMILES is N/N=C\CF. The value obtained for the HOMO energy is -8.97 eV.

Last columns: bonded neighbours and bond lengths (Å).
Positions of all 10 atoms, in Å:
1 C 0.09 1.11 -0.35  C2 1.514, H5 1.153, N9 1.329
2 C 1.02 0.07 0.26  C1 1.514, H6 1.217, H7 1.074, F10 1.472
3 H -0.44 -1.39 0.42  N8 1.218
4 H -2.30 -0.95 -0.54  N8 1.163
5 H 0.21 2.26 -0.35  C1 1.153
6 H 2.19 0.36 0.43  C2 1.217
7 H 0.96 -0.43 1.21  C2 1.074
8 N -1.41 -0.70 0.17  H3 1.218, H4 1.163, N9 1.477
9 N -1.13 0.60 -0.46  C1 1.329, N8 1.477
10 F 0.80 -0.94 -0.79  C2 1.472

Atom charges from the Löwdin analysis, given in e for atoms 1 to 6: -0.17, -0.18, 0.17, 0.15, 0.13, 0.15



[2]
Formula: C2H5FN2O2Si
Source: OMol25
Level of theory: wB97M-V/def2-TZVPD

Its frontier orbital gap is 9.543 eV. The value obtained for the maximum force is 2.012 eV/A. As for the energy above the lowest of the compared OMol25 structures with the same formula, charge and spin: 0.00 kcal/mol. As for the spin multiplicity: 1. The SMILES is [H]/N=C(\N)O[Si@@H](F)C=O. The value obtained for the HOMO energy is -8.91 eV.

Last columns: bonded neighbours and bond lengths (Å).
Positions of all 13 atoms, in Å:
1 C 2.28 -0.78 0.36  O5 1.208, Si8 1.914, H9 1.114
2 C -0.52 0.11 0.01  N3 1.372, N4 1.249, O6 1.413
3 N -1.84 0.16 -0.38  C2 1.372, H10 0.992, H11 0.980
4 N -0.03 -0.57 0.94  C2 1.249, H12 1.023
5 O 2.31 -1.86 -0.17  C1 1.208
6 O 0.31 0.92 -0.79  C2 1.413, Si8 1.623
7 F 2.35 2.12 0.45  Si8 1.616
8 Si 1.91 0.89 -0.50  C1 1.914, O6 1.623, F7 1.616, H13 1.462
9 H 2.51 -0.85 1.45  C1 1.114
10 H -2.21 -0.66 -0.81  N3 0.992
11 H -2.23 0.90 -0.89  N3 0.980
12 H -0.65 -1.08 1.57  N4 1.023
13 H 2.65 1.01 -1.75  Si8 1.462

Atom charges from the Löwdin analysis, given in e for atoms 1 to 6: -0.37, -0.53, 0.15, 0.15, -0.05, -0.11



[3]
Formula: C2H5FNO
Source: OMol25
Level of theory: wB97M-V/def2-TZVPD

Its frontier orbital gap (spin up / spin down) is 6.702 / 6.702 eV. The value obtained for the maximum force is 3.352 eV/A. As for the energy above the lowest of the compared OMol25 structures with the same formula, charge and spin: 129.52 kcal/mol. The net charge is -1. As for the spin multiplicity: 1. The value obtained for the HOMO energy (spin up / spin down) is -3.26 / -3.26 eV.

Last columns: bonded neighbours and bond lengths (Å).
Positions of all 10 atoms, in Å:
1 C 0.11 -0.51 0.23  C2 1.363, H6 1.122, H7 1.067
2 C 0.05 0.53 1.10  C1 1.363, H8 1.086, H9 1.046
3 N -1.43 0.15 -1.59  O4 1.265, H10 1.044
4 O -2.28 -0.76 -1.81  N3 1.265
5 F 1.27 -0.12 2.75  no bonds
6 H -0.56 -1.42 0.20  C1 1.122
7 H 1.09 -0.80 -0.08  C1 1.067
8 H -0.89 0.69 1.63  C2 1.086
9 H 0.78 1.24 0.88  C2 1.046
10 H -1.83 0.98 -1.10  N3 1.044

Atom charges from the Löwdin analysis, given in e for atoms 1 to 6: -0.17, -0.13, -0.05, -0.19, -0.66, 0.05



[4]
Formula: C2H5FO
Source: OMol25
Level of theory: wB97M-V/def2-TZVPD

Its frontier orbital gap (spin up / spin down) is 7.875 / 7.725 eV. The value obtained for the maximum force is 3.375 eV/A. As for the energy above the lowest of the compared OMol25 structures with the same formula, charge and spin: 126.64 kcal/mol. As for the spin multiplicity: 1. The value obtained for the HOMO energy (spin up / spin down) is -11.47 / -11.35 eV.

Last columns: bonded neighbours and bond lengths (Å).
Positions of all 9 atoms, in Å:
1 C -1.07 0.38 0.06  C2 1.575, H5 1.086, H6 1.086, H7 1.083
2 C 0.29 -0.41 -0.10  C1 1.575, O3 1.315, H8 1.101, H9 1.103
3 O 1.14 0.59 -0.04  C2 1.315
4 F 3.11 -0.17 0.13  no bonds
5 H -1.14 0.76 1.08  C1 1.086
6 H -1.08 1.22 -0.64  C1 1.086
7 H -1.87 -0.31 -0.17  C1 1.083
8 H 0.27 -0.95 -1.06  C2 1.101
9 H 0.35 -1.11 0.74  C2 1.103

Atom charges from the Löwdin analysis, given in e for atoms 1 to 6: -0.02, -0.33, 0.09, -0.27, 0.08, 0.08